Entry from the Open Molecules 2025 dataset: an isolated molecule of C3H6N2OS (the ωB97M-V functional and the def2-TZVPD basis).

```
! RIJCOSX wB97M-V def2-TZVPD def2/J DEFGRID3
* xyz 0 1
C 3.273 -0.111 -0.044
N 1.991 -0.191 -0.316
N 0.995 -0.521 0.490
C -0.416 -0.285 0.322
O -1.109 -0.781 1.139
S -1.085 0.570 -1.114
C -2.774 0.602 -0.567
H 3.700 -0.349 1.044
H 4.012 0.484 -0.748
H 0.976 -1.350 1.171
H -3.426 1.265 -1.304
H -3.364 -0.305 -0.609
H -2.774 0.972 0.536
*
```

Properties
Highest occupied orbital energy (eV): -9.144
ΔE to the lowest compared entry with this formula, charge and spin (kJ/mol): 325.5
SMILES string: C=NNC(=O)SC
DFT total energy (eV): -19068.7931

=====

Entry from the Open Molecules 2025 dataset: a structure of composition C20H49AgCl3O13P3 (the ωB97M-V functional and the def2-TZVPD basis).

```
! RIJCOSX wB97M-V def2-TZVPD def2/J DEFGRID3
* xyz 1 2
Ag -22.852 -13.194 -22.244
C -19.942 -10.980 -22.277
O -21.054 -11.760 -22.373
H -19.534 -10.893 -21.270
H -19.170 -11.465 -22.906
H -20.057 -10.004 -22.762
C -16.070 -4.841 -18.044
C -16.190 -4.572 -19.529
O -16.207 -5.806 -20.234
P -15.972 -5.881 -21.809
O -16.915 -5.098 -22.609
O -14.453 -5.464 -21.874
C -13.836 -5.053 -23.129
C -13.960 -3.566 -23.327
O -15.905 -7.473 -22.056
C -17.037 -8.297 -21.708
C -16.467 -9.611 -21.172
H -16.097 -3.908 -17.484
H -16.921 -5.442 -17.708
H -15.171 -5.412 -17.821
H -17.049 -3.952 -19.788
H -15.297 -3.999 -19.806
H -12.801 -5.388 -23.079
H -14.301 -5.631 -23.929
H -14.975 -3.217 -23.140
H -13.398 -2.965 -22.604
H -13.542 -3.343 -24.309
H -17.618 -7.789 -20.945
H -17.571 -8.523 -22.632
H -15.765 -9.542 -20.344
H -17.298 -10.239 -20.831
H -15.964 -10.141 -21.982
C -16.685 -11.887 -24.826
C -15.961 -11.491 -26.099
O -16.130 -12.557 -27.034
P -16.364 -12.359 -28.589
O -15.799 -11.121 -29.164
O -17.949 -12.459 -28.712
C -18.475 -12.273 -30.049
C -19.733 -13.087 -30.236
O -15.910 -13.738 -29.223
C -14.595 -14.292 -29.051
C -14.760 -15.804 -28.870
H -16.110 -12.662 -24.325
H -16.897 -11.029 -24.177
H -17.720 -12.199 -24.998
H -16.315 -10.564 -26.557
H -14.901 -11.335 -25.889
H -18.755 -11.213 -30.083
H -17.738 -12.421 -30.838
H -20.376 -13.017 -29.359
H -20.267 -12.774 -31.132
H -19.542 -14.155 -30.380
H -14.033 -14.202 -29.985
H -14.045 -13.744 -28.288
H -15.363 -16.166 -29.699
H -13.760 -16.241 -28.862
H -15.254 -16.089 -27.941
C -22.582 -10.894 -15.875
C -22.548 -12.335 -16.395
O -22.805 -12.379 -17.810
P -22.517 -13.706 -18.637
O -22.884 -13.588 -20.068
O -21.020 -14.151 -18.358
C -19.938 -13.427 -18.976
C -19.173 -12.562 -17.999
O -23.295 -14.840 -17.849
C -24.696 -15.060 -18.129
C -25.179 -16.244 -17.355
H -22.970 -10.206 -16.626
H -23.239 -10.770 -15.019
H -21.557 -10.629 -15.624
H -21.602 -12.842 -16.198
H -23.343 -12.882 -15.880
H -19.296 -14.215 -19.372
H -20.269 -12.825 -19.827
H -19.746 -11.677 -17.705
H -18.967 -13.058 -17.049
H -18.229 -12.221 -18.421
H -25.292 -14.169 -17.916
H -24.805 -15.245 -19.203
H -25.159 -16.028 -16.286
H -26.190 -16.486 -17.690
H -24.631 -17.176 -17.499
C -20.514 -5.976 -22.995
Cl -19.677 -6.009 -21.455
Cl -22.186 -5.430 -22.830
Cl -20.467 -7.609 -23.732
H -19.986 -5.330 -23.684
*
```

Properties
Highest occupied orbital energy (spin up / spin down) (eV): -11.788 / -11.788
ΔE to the lowest compared entry with this formula, charge and spin (kJ/mol): 0.0
<S²>: 0.75
DFT total energy (eV): -117584.6517